A.
C3H11N3O as an isolated structure, computed with ωB97M-V/def2-TZVPD.

Calculated values
Orbital gap (eV): 7.892
HOMO level (eV): -7.12

Each line ends with the natural charge from an NBO analysis.
Atoms and positions in Å:
C: -0.208 -0.838 0.068  0.32
C: -0.137 0.298 -0.796  -0.22
C: 2.286 0.352 0.882  -0.42
N: -2.033 0.356 -0.858  -0.61
N: 1.609 -0.434 -0.124  -0.75
N: -2.639 1.030 0.238  -0.67
O: -0.486 -2.080 -0.386  -0.66
H: -0.254 -2.137 -1.324  0.48
H: -2.501 -0.545 -0.958  0.33
H: 2.169 -1.190 -0.508  0.36
H: -0.430 -0.715 1.120  0.20
H: -2.404 2.016 0.202  0.34
H: -2.351 0.670 1.152  0.30
H: 0.046 0.159 -1.854  0.23
H: -0.045 1.282 -0.356  0.23
H: 3.149 0.903 0.483  0.19
H: 1.602 1.114 1.278  0.18
H: 2.627 -0.240 1.740  0.17



B.
C3H11N3O as an isolated structure, computed with ωB97M-V/def2-TZVPD.

Calculated values
Orbital gap (eV): 8.677
HOMO level (eV): -7.88

Each line ends with the natural charge from an NBO analysis.
Atoms and positions in Å:
C: 0.145 -1.191 -0.883  0.28
C: -0.411 0.762 0.536  0.21
C: -1.286 1.143 1.718  -0.63
N: -0.347 -0.660 0.374  -0.65
N: 1.570 -0.683 -1.285  -0.88
N: -0.464 -0.685 -2.055  -1.02
O: 0.907 1.376 0.665  -0.76
H: 1.189 1.301 1.584  0.46
H: 0.042 -1.133 1.182  0.36
H: 0.202 -2.286 -0.764  0.15
H: -0.803 1.171 -0.395  0.21
H: -1.148 -1.303 -2.472  0.37
H: 2.297 -1.381 -1.160  0.39
H: 1.826 0.170 -0.789  0.41
H: 0.792 -0.307 -2.295  0.46
H: -2.300 0.778 1.561  0.23
H: -1.309 2.226 1.836  0.22
H: -0.902 0.702 2.644  0.19



Ranked by calculated energy, most stable first: B, A.



A.
The molecule C7H8, computed with ωB97M-V/def2-TZVPD.

Calculated values
Orbital gap (spin up / spin down) (eV): 8.018 / 8.018
HOMO level (spin up / spin down) (eV): -8.63 / -8.63

Each line ends with the natural charge from an NBO analysis.
Atoms and positions in Å:
C: -0.336 1.484 1.099  -0.59
C: -0.048 0.042 0.663  -0.34
C: -1.255 -0.805 0.179  -0.43
C: -0.618 -1.787 -0.721  -0.31
C: 0.260 -2.194 -1.493  -0.26
C: 0.895 0.016 -0.469  0.48
C: 1.735 0.027 -1.406  -0.56
H: -0.901 2.018 0.329  0.22
H: -0.922 1.474 2.022  0.23
H: 0.591 2.033 1.295  0.22
H: 0.438 -0.506 1.480  0.24
H: -1.784 -1.228 1.041  0.23
H: -1.965 -0.170 -0.368  0.22
H: 1.440 -1.096 -1.823  0.36
H: 2.471 0.693 -1.831  0.29



B.
The molecule C7H8, computed with ωB97M-V/def2-TZVPD.

Calculated values
Orbital gap (eV): 5.318
HOMO level (eV): -7.17

Each line ends with the natural charge from an NBO analysis.
Atoms and positions in Å:
C: 1.680 0.865 0.922  -0.63
C: 0.468 0.074 0.262  -0.12
C: -0.694 -0.548 1.108  -0.07
C: -1.871 -0.476 0.315  -0.30
C: -1.592 -0.191 -1.069  -0.10
C: -0.184 0.230 -1.265  -0.36
C: 0.966 -0.590 -0.961  -0.20
H: 1.652 1.885 0.677  0.21
H: 2.541 0.404 0.325  0.22
H: 1.890 0.708 2.022  0.21
H: -0.355 -1.440 1.564  0.22
H: -2.875 -0.846 0.699  0.24
H: -2.326 0.191 -1.860  0.22
H: -0.149 1.342 -1.608  0.28
H: 0.849 -1.609 -1.131  0.17



Ranked by calculated energy, most stable first: A, B.



A.
The molecule C7H8, computed with ωB97M-V/def2-TZVPD.

Calculated values
Orbital gap (spin up / spin down) (eV): 8.222 / 8.223
HOMO level (spin up / spin down) (eV): -8.68 / -8.68

Each line ends with the natural charge from an NBO analysis.
Atoms and positions in Å:
C: -0.608 -1.653 -0.649  -0.59
C: 0.329 -0.573 -0.098  -0.33
C: 0.889 0.447 -1.122  -0.44
C: 1.129 1.632 -0.274  -0.29
C: 0.933 2.365 0.703  -0.25
C: -0.337 0.274 0.915  0.46
C: -0.936 0.920 1.817  -0.56
H: -1.432 -1.206 -1.213  0.22
H: -0.043 -2.309 -1.318  0.23
H: -1.026 -2.271 0.152  0.22
H: 1.181 -1.047 0.406  0.24
H: 1.771 0.040 -1.629  0.23
H: 0.135 0.665 -1.890  0.22
H: -0.219 1.949 1.711  0.35
H: -1.767 0.766 2.489  0.28



B.
C7H8 as an isolated structure, computed with ωB97M-V/def2-TZVPD.

Calculated values
Orbital gap (eV): 8.524
HOMO level (eV): -7.81

Each line ends with the natural charge from an NBO analysis.
Atoms and positions in Å:
C: 2.966 -0.637 -0.075  -0.39
C: 1.584 -0.690 -0.113  -0.20
C: -1.584 1.453 0.324  -0.23
C: -2.528 0.501 0.067  -0.12
C: 0.758 0.502 0.033  -0.25
C: -0.597 0.469 -0.008  0.03
C: -1.580 -0.650 -0.246  -0.48
H: 3.558 -1.517 -0.145  0.20
H: 3.470 0.295 0.149  0.19
H: 1.097 -1.650 -0.275  0.20
H: -1.581 2.451 0.698  0.22
H: -3.606 0.495 0.125  0.20
H: 1.241 1.473 0.240  0.21
H: -1.530 -1.449 0.494  0.22
H: -1.669 -1.048 -1.269  0.22



Ranked by calculated energy, most stable first: B, A.



A.
The molecule C7H8, computed with ωB97M-V/def2-TZVPD.

Calculated values
Orbital gap (eV): 10.404
HOMO level (eV): -9.46
Structure (SMILES): C#CC[C@H](C)C#C

Each line ends with the natural charge from an NBO analysis.
Atoms and positions in Å:
C: -1.074 2.415 0.157  -0.27
C: -1.416 1.268 0.306  0.00
C: -1.411 -0.175 0.112  -0.46
C: 0.151 -0.239 0.069  -0.29
C: 0.726 -0.116 -1.356  -0.60
C: 0.794 -1.248 0.888  -0.01
C: 1.411 -1.899 1.689  -0.24
H: -0.339 3.180 0.102  0.24
H: -1.928 -0.396 -0.829  0.24
H: -1.845 -0.780 0.912  0.24
H: 0.330 0.680 0.693  0.27
H: 0.921 -1.096 -1.809  0.22
H: 0.050 0.437 -2.019  0.22
H: 1.673 0.428 -1.323  0.22
H: 1.958 -2.458 2.407  0.23



B.
C7H8 as an isolated structure, computed with ωB97M-V/def2-TZVPD.

Calculated values
Orbital gap (eV): 9.484
HOMO level (eV): -8.52

Each line ends with the natural charge from an NBO analysis.
Atoms and positions in Å:
C: -1.794 -0.759 0.733  -0.16
C: -0.905 -0.018 1.330  -0.22
C: 0.417 -1.510 -0.996  -0.24
C: -0.632 -0.741 -0.640  0.04
C: 1.350 -0.562 -0.168  -0.41
C: 0.075 0.280 0.190  -0.13
C: 0.156 1.712 -0.393  -0.62
H: -2.850 -1.151 0.697  0.24
H: -0.958 0.317 2.353  0.22
H: 0.729 -2.310 -1.641  0.22
H: 1.768 -1.083 0.640  0.21
H: 2.132 0.025 -0.578  0.19
H: 1.230 1.869 -0.252  0.22
H: -0.585 2.291 0.184  0.22
H: -0.133 1.642 -1.460  0.22



C.
A 2-piece molecular cluster, C7H8 overall, computed with ωB97M-V/def2-TZVPD.

Calculated values
Orbital gap (spin up / spin down) (eV): 7.507 / 7.543
HOMO level (spin up / spin down) (eV): -8.23 / -8.26

Each line ends with the natural charge from an NBO analysis.
Atoms and positions in Å:
C: -1.283 1.246 3.350  -0.24
C: -0.708 1.344 2.325  -0.39
C: -0.913 0.541 -0.444  -0.40
C: -0.075 1.914 -0.679  -0.41
C: 0.515 -0.319 -0.043  -0.15
C: 0.394 1.068 0.361  0.16
C: 0.729 -1.265 1.171  -0.63
H: -1.778 0.371 0.188  0.29
H: -1.209 -0.003 -1.408  0.29
H: 0.289 1.812 -1.706  0.24
H: -0.640 2.723 -0.245  0.28
H: 0.829 -0.572 -0.990  0.22
H: 1.072 -2.243 0.894  0.22
H: -0.119 -1.465 1.732  0.25
H: 1.421 -0.839 1.900  0.25



D.
The molecule C7H8, computed with ωB97M-V/def2-TZVPD.

Calculated values
Orbital gap (eV): 10.040
HOMO level (eV): -9.02
Structure (SMILES): C#C[C@@H](C)C=C=C

Each line ends with the natural charge from an NBO analysis.
Atoms and positions in Å:
C: 2.575 0.286 -1.304  -0.25
C: 1.423 0.337 -0.950  0.01
C: 0.006 0.348 -0.521  -0.31
C: -0.948 0.104 -1.688  -0.58
C: -0.193 -0.726 0.527  -0.30
C: -0.630 -0.516 1.730  0.13
C: -0.705 -0.147 2.973  -0.53
H: 3.599 0.256 -1.617  0.24
H: -0.188 1.336 -0.079  0.24
H: -0.800 -0.913 -2.067  0.21
H: -1.978 0.187 -1.325  0.21
H: -0.782 0.815 -2.500  0.22
H: 0.079 -1.744 0.286  0.23
H: 0.137 0.544 2.944  0.25
H: -1.598 -0.166 3.591  0.23



Ranked by calculated energy, most stable first: D, A, B, C.



A.
The molecule C7H8, computed with ωB97M-V/def2-TZVPD.

Calculated values
Orbital gap (eV): 8.384
HOMO level (eV): -8.14

Each line ends with the natural charge from an NBO analysis.
Atoms and positions in Å:
C: -1.047 -0.838 -0.289  -0.23
C: -1.356 -0.333 -1.533  0.02
C: -0.782 1.415 0.261  -0.43
C: 0.489 0.648 0.615  -0.46
C: -1.782 0.384 -0.135  -0.32
C: 0.315 -0.670 -0.139  0.26
C: 1.506 -1.474 -0.330  -0.68
H: -1.166 1.872 1.104  0.22
H: -0.649 2.134 -0.550  0.22
H: 1.365 1.121 0.256  0.21
H: 0.596 0.438 1.653  0.23
H: -2.933 0.386 0.128  0.24
H: 2.287 -0.859 0.022  0.22
H: 1.665 -1.796 -1.306  0.26
H: 1.491 -2.429 0.243  0.25



B.
The molecule C7H8, computed with ωB97M-V/def2-TZVPD.

Calculated values
Orbital gap (eV): 10.162
HOMO level (eV): -8.99
Structure (SMILES): C1=C[C@H]2[C@@H]3C[C@@]23C1

Each line ends with the natural charge from an NBO analysis.
Atoms and positions in Å:
C: 1.810 -0.237 -0.030  -0.17
C: 1.344 1.003 0.015  -0.20
C: -0.100 1.084 0.460  -0.26
C: -1.095 0.693 -0.620  -0.23
C: -2.000 -0.231 0.134  -0.38
C: -0.541 -0.357 0.282  -0.03
C: 0.649 -1.255 0.165  -0.44
H: 2.724 -0.518 -0.368  0.20
H: 2.053 1.715 -0.319  0.21
H: -0.198 1.824 1.206  0.21
H: -0.999 0.955 -1.704  0.23
H: -2.500 0.176 1.019  0.21
H: -2.483 -1.108 -0.551  0.22
H: 0.464 -1.941 -0.797  0.22
H: 0.871 -1.803 1.110  0.22



C.
The molecule C7H8, computed with ωB97M-V/def2-TZVPD.

Calculated values
Orbital gap (eV): 10.585
HOMO level (eV): -9.90
Structure (SMILES): C#CC[C@H](C)C#C

Each line ends with the natural charge from an NBO analysis.
Atoms and positions in Å:
C: -2.497 -0.860 1.516  -0.25
C: -1.325 -0.854 1.232  -0.01
C: 0.097 -0.815 0.874  -0.47
C: 0.391 0.230 -0.211  -0.26
C: -0.285 0.037 -1.561  -0.60
C: 1.842 0.485 -0.341  -0.03
C: 2.610 1.399 -0.167  -0.21
H: -3.538 -0.893 1.754  0.24
H: 0.432 -1.814 0.568  0.23
H: 0.689 -0.535 1.756  0.24
H: 0.056 1.204 0.195  0.22
H: 0.020 -0.888 -2.062  0.21
H: -1.371 0.034 -1.450  0.22
H: -0.011 0.884 -2.199  0.22
H: 2.891 2.387 0.096  0.23



Ranked by calculated energy, most stable first: B, C, A.